[1]
Formula: C4H6O2S
Source: the Open Molecules 2025 dataset
Level of theory: ωB97M-V with the def2-TZVPD basis set

```
! wB97M-V def2-TZVPD RIJCOSX def2/J DEFGRID3
* xyz 0 1
C -1.6263 0.5459 -0.9721
C -1.0398 -0.1679 0.2073
O -1.4552 -1.1991 0.6726
C 0.2302 0.4538 0.7676
O 0.1758 1.5398 1.3157
C 1.3945 -0.5388 0.9636
S 2.6610 -0.1735 -0.3491
H -0.9821 0.7054 -1.8146
H -2.3342 -0.1220 -1.3332
H -2.2134 1.4299 -0.9134
H 1.1598 -1.6603 0.9628
H 1.9754 -0.1856 1.8924
H 2.0541 -0.6276 -1.3996
*
```

## Properties
* max |F|: 2.6 eV Å⁻¹
* energy relative to the best compared isomer or geometry (same formula, charge and spin): 26.9 kcal per mole
* Kohn-Sham gap: 9.33 eV
* M: 118.16 g/mol
* LUMO level: -0.003 hartree
* SMILES: CC(=O)C(=O)CS
* energy: -704.63672 Eh

Atomic partial charges in e from the Mulliken method, atoms 1 to 2: -1.28, 0.75

[2]
Formula: C22H50P2RuSi2
Source: the Open Molecules 2025 dataset
Level of theory: ωB97M-V with the def2-TZVPD basis set

```
! wB97M-V def2-TZVPD RIJCOSX def2/J DEFGRID3
* xyz 2 5
P -0.4729 -1.2695 -2.7032
P 0.3672 1.7124 -5.1429
C -1.2372 -0.5891 -4.3058
C -0.3150 0.0072 -5.3933
H -2.0577 0.1119 -4.0505
H -1.7522 -1.4632 -4.7541
H 0.5383 -0.6686 -5.5767
H -0.8632 0.0230 -6.3555
C -0.7253 2.5498 -6.4931
H -0.4778 3.6274 -6.5778
H -1.8089 2.4657 -6.2930
H -0.5240 2.0694 -7.4703
C 1.7369 2.3391 -6.3390
H 1.5365 1.9634 -7.3507
H 2.7649 2.0154 -6.0577
H 1.7329 3.4516 -6.3577
C -1.9443 -2.1439 -2.2089
H -1.6928 -2.8269 -1.3624
H -2.3107 -2.7128 -3.0420
H -2.6934 -1.4242 -1.8992
C 0.6568 -2.4470 -3.5809
H 1.5025 -1.9516 -4.0813
H 0.1096 -3.0098 -4.3532
H 1.0739 -3.1600 -2.8661
Ru -1.0935 -1.2977 -0.3566
C 0.6959 3.5284 -4.1632
C -0.5832 2.8973 -3.9598
C -0.9085 2.1447 -2.6704
C 0.2523 1.2917 -2.0772
C 1.1375 0.4836 -3.0126
C 1.8259 1.1483 -4.1219
C 2.6699 2.2332 -3.4241
C 1.8490 3.5013 -3.2129
C -0.0258 -2.9809 0.0335
H 0.7081 4.3298 -4.8667
H -1.4602 3.3635 -4.4001
H -1.8017 1.5423 -2.8242
H -1.2532 2.7831 -1.8582
H 0.8363 1.8357 -1.3210
H -0.3653 0.5219 -1.4353
H 1.8441 -0.1335 -2.4401
H 2.4581 0.4013 -4.6456
H 3.5573 2.4295 -4.0148
H 3.0686 1.8782 -2.4760
H 1.5788 3.6754 -2.1547
H 2.5497 4.3180 -3.5221
H 0.5306 -2.9814 0.9884
H 0.6761 -2.9010 -0.8067
H -0.5128 -3.9555 -0.0692
C -2.4122 2.1436 2.0535
Si -1.9691 0.4469 1.3514
C -1.7965 -1.1304 2.3523
C -3.1802 -0.1325 0.0457
C -0.2530 0.6344 0.6135
Si 1.3484 1.0495 1.6112
C 1.9764 -0.6692 2.0097
C 2.6521 2.0272 0.6426
C 0.8921 2.2508 2.9968
H -3.1410 2.1373 2.8895
H -2.8063 2.7775 1.2405
H -1.5102 2.6118 2.4606
H -2.7400 -1.4455 2.7718
H -1.5229 -1.8950 1.6002
H -0.9525 -1.1342 3.0762
H -3.3902 0.5006 -0.8192
H -3.0601 -1.2140 -0.2830
H -4.1123 -0.2578 0.6285
H -0.5108 1.6042 0.0646
H 1.4693 -1.4664 1.4517
H 3.0490 -0.7873 1.7657
H 1.7745 -0.9043 3.0665
H 2.2150 2.8555 0.0641
H 3.3294 2.4719 1.3956
H 3.2390 1.3877 -0.0453
H 0.1271 2.9618 2.6791
H 0.5279 1.7222 3.8851
H 1.7820 2.8570 3.2446
*
```

## Properties
* max |F|: 5.5 eV Å⁻¹
* energy relative to the best compared isomer or geometry (same formula, charge and spin): 211.4 kcal per mole
* Kohn-Sham gap (alpha / beta): 4.89 / 6.69 eV
* M: 533.83 g/mol
* LUMO level (alpha / beta): -0.271 / -0.273 hartree
* <S²>: 6.04
* energy: -2223.81949 Eh

Atomic partial charges in e from the Mulliken method, atoms 1 to 2: 2.33, 0.87

[3]
Formula: H5OS2
Source: the Open Molecules 2025 dataset
Level of theory: ωB97M-V with the def2-TZVPD basis set

```
! wB97M-V def2-TZVPD RIJCOSX def2/J DEFGRID3
* xyz 1 1
O 1.4500 -0.0107 -1.8946
H 2.4053 0.0047 -2.0786
H 1.0347 0.3601 -2.6903
H -0.1762 1.3190 -0.3924
S 0.1619 -0.9249 0.6196
S -0.9137 0.8308 0.5727
H -0.3055 -1.3094 1.8154
H -2.1057 0.7571 -0.0336
*
```

## Properties
* max |F|: 2.0 eV Å⁻¹
* energy relative to the best compared isomer or geometry (same formula, charge and spin): 3.3 kcal per mole
* Kohn-Sham gap: 10.07 eV
* M: 85.17 g/mol
* LUMO level: -0.202 hartree
* energy: -874.28756 Eh

Atomic partial charges in e from the Mulliken method, atoms 1 to 2: -0.59, 0.32

[4]
Formula: C7H10BrF3INO2
Source: the Open Molecules 2025 dataset
Level of theory: ωB97M-V with the def2-TZVPD basis set

```
! wB97M-V def2-TZVPD RIJCOSX def2/J DEFGRID3
* xyz 0 1
C 3.0050 -0.1652 0.2213
C 1.9479 0.3039 -0.7458
Br 1.8097 -0.9196 -2.2742
C 0.5815 0.6973 -0.1843
C -0.1418 -0.2296 0.7788
I 0.6067 -0.0200 2.8318
C -0.0953 -1.7194 0.4669
N -1.0195 -2.0572 -0.6090
O -1.5369 0.0759 0.8407
C -1.8985 1.3616 0.7030
O -1.4504 2.3109 1.2723
C -3.0825 1.5154 -0.2842
F -2.8641 0.8653 -1.4345
F -4.1991 1.0213 0.2917
F -3.2838 2.8193 -0.5554
H 3.0259 0.4752 1.0906
H 3.9729 -0.0760 -0.2535
H 2.9012 -1.1938 0.5307
H 2.3325 1.2018 -1.1985
H -0.0708 0.8508 -1.0398
H 0.7161 1.6749 0.2557
H 0.9165 -2.0306 0.2333
H -0.4129 -2.2379 1.3580
H -0.9249 -3.0250 -0.8675
H -0.8354 -1.4991 -1.4279
*
```

## Properties
* max |F|: 0.9 eV Å⁻¹
* Kohn-Sham gap: 9.70 eV
* M: 403.96 g/mol
* LUMO level: 0.003 hartree
* SMILES: C[C@@H](Br)C[C@](I)(CN)OC(=O)C(F)(F)F
* energy: -3649.27773 Eh

Atomic partial charges in e from the Mulliken method, atoms 1 to 2: -1.42, -0.26